# 1
61
Properties=species:S:1:pos:R:3:forces:R:3 method="wB97M-V/def2-TZVPD" homo_energy_ev=-12.61 e_tot_ha=-4527.92577 charge=+1 orbital_gap_ev=9.11
H 2.418 -1.087 -3.173 0.1 -0.2 -0.2
H 3.029 0.019 -4.415 0.2 -0.1 0.0
H -3.271 -0.310 -0.674 -0.1 -0.2 -0.6
C 3.719 -3.125 -4.184 0.3 -0.2 -0.1
N -1.156 -0.852 0.689 0.8 0.9 2.1
H -6.511 -2.737 3.944 -0.2 0.2 -0.1
C -1.546 -0.526 2.035 3.9 2.5 -0.7
C 2.807 2.817 -0.260 1.1 -1.2 -0.4
H -5.240 -1.508 3.871 0.0 0.0 -0.1
C -1.950 -1.768 -0.174 -0.7 -1.4 -1.8
H -2.441 -0.859 2.605 0.8 0.2 -1.0
C -0.499 0.364 2.469 -2.2 -1.6 0.6
C 0.003 -0.198 0.406 0.2 -0.4 -1.4
H 5.801 -5.578 -4.410 0.0 0.3 0.0
H -1.617 2.755 5.000 -0.3 -1.0 -0.6
O 4.872 -3.760 -4.404 -0.2 0.3 0.0
F 1.105 2.726 1.864 0.2 -1.8 -0.1
H -1.253 -2.434 -0.762 -0.5 0.8 0.8
C 4.591 0.592 -0.947 -1.3 1.6 0.5
C 2.664 1.559 0.503 2.3 0.4 -3.0
H -5.546 -2.588 2.469 0.0 0.1 0.0
C 4.721 1.847 -1.696 -1.9 -0.3 2.1
H -6.731 1.245 -0.225 0.1 0.0 0.1
F 3.692 5.332 -1.209 -0.1 -1.0 -1.7
N 0.491 0.565 1.446 -3.5 -2.6 0.7
O -6.977 -1.116 2.798 0.2 0.2 -0.2
H -8.042 2.212 0.466 -0.1 -0.2 0.2
H 5.244 -0.287 -1.189 -0.7 1.0 0.3
C 3.605 0.472 0.122 -0.3 1.2 -0.4
C 2.758 -1.016 -4.209 -0.2 0.3 -0.2
H 2.182 3.720 -0.051 0.6 -1.1 -0.1
H 4.553 -5.405 -3.169 -0.1 0.0 -0.1
H -2.773 1.372 4.710 0.8 0.5 -0.5
C 4.812 -5.174 -4.203 0.1 -0.5 0.0
O 2.681 -3.634 -3.842 0.1 0.2 0.0
O 3.916 -1.817 -4.408 0.0 -0.1 0.1
H -2.161 2.439 3.308 -0.2 -0.6 1.2
F 2.330 1.138 2.803 -1.6 -0.3 -1.5
C 1.627 1.438 1.634 2.3 2.4 0.2
C -1.892 1.925 4.282 0.5 0.7 -0.8
H 3.551 -0.508 0.659 0.0 1.0 -0.5
Br 0.781 -0.370 -1.342 -0.8 0.1 1.4
C -6.494 -0.183 1.973 -0.5 0.0 0.1
F 5.361 4.461 -2.343 -2.1 -0.1 -0.5
H 1.962 -1.308 -4.896 0.0 -0.1 0.2
H 5.485 1.944 -2.501 -0.8 0.0 0.8
H -6.425 2.325 1.176 0.0 -0.1 -0.1
B -0.634 0.973 3.954 0.5 0.6 1.8
H -2.586 -2.464 0.441 0.9 1.1 0.0
C 3.827 2.954 -1.316 0.0 -1.9 0.2
O -7.507 0.597 1.594 0.3 -0.2 0.1
F 3.262 4.382 -3.229 1.2 0.3 1.4
N -2.826 -1.101 -1.149 1.4 0.0 1.1
H 4.099 -5.631 -4.890 -0.1 0.1 0.1
C 4.004 4.306 -2.090 0.9 -0.4 2.0
C -7.140 1.650 0.702 0.0 0.4 -0.3
H 0.535 1.453 5.467 -0.5 -0.7 0.2
H -2.220 -0.795 -1.915 -0.6 0.3 0.2
O 0.289 0.651 4.967 -0.4 1.0 -2.0
O -5.340 -0.065 1.630 0.1 -0.1 0.0
C -6.001 -2.032 3.290 0.2 -0.3 0.2

***

# 2
39
Properties=species:S:1:pos:R:3:forces:R:3 method="wB97M-V/def2-TZVPD" homo_energy_ev=-7.59 e_tot_ha=-1033.57269 orbital_gap_ev=7.88
C 0.218 2.323 4.804 -0.1 -0.1 0.0
H 0.118 -3.499 -4.820 0.0 0.0 0.0
C 1.449 0.828 1.559 0.2 0.1 0.0
H -1.416 1.630 6.014 0.0 0.0 0.0
C -1.667 -0.885 -2.655 0.1 -0.1 0.3
C -0.310 -2.822 -2.823 0.0 0.0 -0.1
H 3.681 0.344 -1.570 0.0 0.0 0.0
H -3.442 1.728 -3.046 0.0 0.0 0.0
C 0.942 2.093 3.645 0.0 0.1 0.0
C -0.942 -1.894 -2.024 0.0 0.0 0.0
C -0.832 1.470 5.117 0.0 0.0 0.0
H 0.467 3.154 5.449 0.0 0.0 0.0
N -0.715 -0.911 2.304 -0.1 -0.1 0.0
C -0.402 0.171 3.126 0.0 -0.1 0.1
C 2.804 0.522 1.689 0.0 -0.1 0.1
H 3.220 0.419 2.685 0.0 0.0 0.0
C 3.064 0.480 -0.690 0.0 0.0 0.0
H -1.167 -1.712 -5.942 0.0 0.0 0.0
H 0.267 -3.615 -2.368 0.0 0.0 0.0
H 1.307 0.915 -1.829 0.0 0.0 0.0
H 0.042 -1.238 1.723 0.0 0.0 0.0
H -1.944 -0.272 4.545 0.0 0.0 0.0
C 0.900 0.967 0.282 -0.1 0.3 0.1
H -0.877 -1.925 -0.945 0.0 0.0 0.0
Au -1.049 1.358 -0.013 -0.1 -0.4 -0.5
C 1.718 0.796 -0.835 0.1 -0.1 0.1
C 0.640 1.043 2.787 0.0 0.0 0.0
H 1.759 2.753 3.375 0.0 0.0 0.0
H -1.218 -1.657 2.758 0.1 0.0 0.0
N -2.515 0.287 -4.314 0.1 0.0 0.0
H -2.769 0.645 -5.217 0.0 0.0 0.0
C -1.107 -1.760 -4.864 0.0 0.0 0.1
C -2.848 0.832 -3.110 0.0 0.0 -0.1
C -1.741 -0.829 -4.044 0.0 0.1 -0.2
C -1.134 0.402 4.290 0.0 0.0 0.0
C 3.611 0.344 0.577 0.0 0.0 0.0
C -0.394 -2.754 -4.227 0.0 0.0 0.1
N -2.375 0.169 -2.095 -0.2 0.4 0.2
H 4.657 0.100 0.700 0.0 0.0 0.0

***

# 3
22
Properties=species:S:1:pos:R:3:forces:R:3 method="wB97M-V/def2-TZVPD" homo_energy_ev=-12.30 e_tot_ha=-403.84953 charge=+1 orbital_gap_ev=8.14
H -0.577 1.263 -3.111 0.0 -0.1 0.0
H -1.095 -2.698 1.223 0.0 -0.1 0.0
H -0.117 2.823 -2.738 -0.1 0.0 -0.4
H -0.792 1.917 -1.591 -0.3 -0.3 0.0
H 1.514 2.184 -1.190 0.1 0.0 0.0
H -2.381 -0.541 3.219 -0.1 0.0 0.2
H 0.825 -0.752 -1.932 0.0 0.1 -0.3
O -0.938 -1.283 4.402 0.3 -0.2 0.4
H -0.715 -1.400 0.044 -0.2 -0.4 -0.2
H 2.467 -0.883 -0.204 0.2 0.0 0.0
C -0.510 -0.775 2.086 0.5 -1.1 0.4
C 1.156 0.060 -1.280 0.0 1.0 0.3
N -0.170 1.864 -2.396 0.4 0.5 0.5
H 0.421 0.192 -0.475 0.1 -0.4 0.2
H -2.231 -1.338 0.966 -0.1 -0.3 -0.3
C -1.329 -0.870 3.357 -0.3 0.5 -0.7
C 1.209 1.446 -1.927 0.0 -0.6 -0.5
O 2.461 -0.132 -0.809 -0.2 -0.2 0.2
H -0.366 0.274 1.819 -0.3 0.1 -0.2
H 1.877 1.480 -2.784 0.0 0.0 0.0
H 0.474 -1.189 2.326 0.0 0.2 0.0
C -1.182 -1.642 0.996 0.1 1.3 0.4

***

# 4
130
Properties=species:S:1:pos:R:3:forces:R:3 method="wB97M-V/def2-TZVPD" smiles="CCCCO[C@H]1[C@H](CCCCC(F)(F)C(F)(F)S(F)(F)(F)(F)F)OC(=O)[C@@H]1CB(O)O.CCOS(C)(=O)=O.CCOS(C)(=O)=O.CCOS(C)(=O)=O.CCOS(C)(=O)=O.CCOS(C)(=O)=O" homo_energy_ev=-9.77 e_tot_ha=-5999.05506 orbital_gap_ev=9.97
H 1.024 2.633 -1.565 -0.2 0.2 -0.1
H -8.057 1.748 5.137 0.0 0.0 0.0
C 1.953 0.674 -2.973 -0.4 -0.4 0.2
H -3.299 -3.176 2.936 0.0 0.0 0.0
H -5.214 -2.327 -1.890 -0.1 0.1 -0.1
H 0.950 0.892 0.026 0.0 -0.1 -0.1
H -6.073 4.449 8.229 -0.1 -0.1 0.0
H -7.240 -7.261 1.192 0.0 0.0 0.0
H 7.968 -4.289 -4.876 0.0 0.0 0.0
H 11.013 -1.370 -8.118 0.0 0.0 0.0
H -7.112 -7.917 2.851 0.0 0.0 0.0
F 8.704 4.249 2.739 0.0 -0.1 0.0
H -5.598 -1.696 -0.273 0.0 -0.1 0.0
H -7.663 -4.612 3.673 0.0 -0.1 0.1
H -5.221 2.599 1.223 0.0 0.0 0.0
O -9.640 -8.930 3.058 0.1 0.0 0.0
H -5.089 3.541 -0.298 0.0 0.0 0.0
H 8.531 -3.035 -8.815 -0.1 0.0 0.1
C 0.181 1.953 -1.719 0.0 -0.4 0.1
H 6.226 4.714 -0.514 0.0 0.0 0.2
C -7.033 1.799 4.776 -0.1 0.0 0.1
C -7.918 -3.687 4.189 0.1 0.1 -0.2
C -6.819 6.015 6.952 -0.1 0.0 -0.2
H -3.686 3.404 0.801 0.0 0.0 0.0
C 8.175 -3.241 -4.676 0.0 -0.3 -0.2
H 7.491 2.939 -1.843 -0.1 0.0 0.1
S -6.465 3.450 4.944 -0.1 -0.1 0.2
C -5.477 -0.189 -1.794 0.0 -0.3 -0.2
S -9.327 -7.696 2.108 0.1 -0.2 0.1
H -11.052 -7.942 4.221 0.1 0.0 -0.1
F 6.855 6.280 3.558 -0.1 -0.1 -0.1
O 7.753 -1.627 -2.141 0.1 0.8 0.2
O -3.369 0.590 0.504 0.2 0.0 0.0
F 9.406 4.258 0.181 -0.1 -0.1 0.1
O -6.698 3.595 6.512 0.0 -0.1 0.0
O 9.350 -3.077 -6.906 0.0 0.0 0.1
O 5.973 -1.255 -0.584 -0.2 0.2 -0.3
C 0.486 1.091 -2.956 0.6 0.7 0.2
O -9.511 -6.487 2.853 -0.1 0.1 0.0
H 6.056 -0.301 -3.740 0.3 0.2 -0.2
C 7.299 4.767 -0.688 -0.3 -0.3 -0.2
H -3.127 -1.417 2.666 -0.1 0.0 0.0
O 2.704 1.778 -3.445 0.0 -0.2 0.0
H -3.019 -2.077 4.326 0.0 0.0 0.0
H -6.382 1.139 5.338 0.1 0.0 0.0
C 6.726 4.506 -3.168 -0.2 -0.4 0.5
H -10.767 -9.641 4.573 0.1 0.0 -0.1
O 6.924 -2.690 -6.909 -0.1 0.1 0.0
C 4.780 0.847 -2.444 -0.1 -0.3 0.6
B 6.609 -0.929 -1.764 0.2 -0.2 0.0
F 7.809 2.860 0.663 -0.2 0.1 0.1
O 8.446 -0.987 -5.960 -0.1 0.1 0.0
C 6.139 0.198 -2.768 -0.5 -0.1 0.5
F 5.985 6.305 1.474 -0.1 0.0 0.0
H 5.949 5.159 -2.761 0.1 0.2 -0.2
H -7.488 -9.006 1.478 0.0 0.0 0.0
O -5.431 0.874 -0.811 0.0 0.1 -0.1
C 6.022 3.368 -3.931 0.2 0.5 0.3
O 5.053 1.751 -0.173 -0.1 0.2 -0.4
S -4.008 1.465 -0.433 -0.3 0.1 0.1
H -0.591 1.661 0.301 -0.1 -0.1 0.0
H -0.498 0.168 -0.673 -0.2 0.1 0.1
H 2.236 0.414 -1.946 0.1 0.0 0.0
H -0.157 0.212 -2.972 -0.1 0.0 -0.2
H -5.033 4.789 6.853 0.0 -0.1 -0.1
H 3.960 3.708 -3.784 -0.2 0.2 0.7
S 6.241 5.184 2.578 0.1 0.0 0.3
H 4.190 0.041 -2.004 -0.3 0.1 -0.3
O -5.835 -2.142 2.238 -0.2 0.0 -0.1
H -7.874 5.897 7.198 0.0 0.0 0.1
C 9.496 -2.885 -8.330 0.1 0.1 -0.4
O -5.512 -3.206 4.444 0.1 0.0 0.0
H -8.830 -3.849 4.762 0.0 0.0 0.0
H -3.984 -1.486 -0.939 0.0 0.0 0.0
C -6.797 -3.256 5.110 -0.4 0.0 0.2
C 8.060 4.172 0.474 0.4 0.2 -0.3
F 8.520 6.121 1.682 -0.1 0.1 -0.1
H -6.754 6.338 5.914 0.0 0.0 0.0
H -4.872 0.082 -2.661 0.1 0.1 0.1
C -5.044 -1.507 -1.192 0.1 0.0 0.2
O 4.584 3.131 -1.888 0.7 0.1 0.2
O -5.481 -0.755 4.244 -0.1 0.0 0.0
C -6.072 4.716 7.174 0.2 0.3 0.2
H -6.662 -3.976 5.915 0.2 0.0 0.0
H -0.722 2.534 -1.906 0.0 0.0 0.0
H 4.384 1.236 -4.564 -0.1 0.0 0.0
O -7.352 4.337 4.253 0.1 0.0 -0.1
H 5.805 3.746 -4.933 0.0 -0.3 -0.1
C 7.598 4.016 -1.987 0.4 0.3 -0.4
H 7.337 5.085 -3.858 0.0 0.1 0.0
H 9.154 -3.110 -4.226 0.0 0.1 0.0
C -10.900 -8.923 3.767 -0.4 0.0 0.2
C 4.667 3.025 -3.309 -0.8 -0.1 -1.4
H -12.262 -8.564 2.124 0.0 0.0 0.0
H 8.409 -1.616 -1.435 -0.1 -0.5 0.1
O -10.002 -7.870 0.861 0.0 0.1 0.0
H -11.858 -10.258 2.375 0.0 0.0 0.0
H 7.414 -2.813 -4.040 0.0 0.1 0.1
C -3.481 -2.187 3.349 0.1 0.0 0.0
H 0.338 1.724 -3.833 -0.2 -0.4 -0.2
C -7.611 -8.009 1.890 0.1 0.0 0.0
C -12.066 -9.318 2.885 0.1 0.1 -0.2
H -6.515 -0.226 -2.118 0.0 0.1 0.1
H -12.963 -9.435 3.493 0.0 0.0 0.0
H 10.155 -3.690 -8.651 0.0 0.0 0.1
H 8.642 4.185 -2.257 0.0 -0.2 0.1
F 4.809 5.486 3.172 0.2 0.0 -0.1
H 2.122 -0.225 -3.581 0.0 0.1 -0.2
O -3.326 1.838 -1.636 0.1 -0.1 0.0
C 7.970 4.910 1.841 0.1 0.0 0.1
C 10.093 -1.537 -8.677 -0.1 0.1 0.2
H 6.951 0.925 -2.801 0.1 -0.1 -0.3
C -0.011 1.118 -0.446 0.4 0.1 0.0
F 5.604 4.086 1.639 -0.1 0.1 0.0
C -4.568 2.902 0.409 0.0 0.0 0.0
C 4.100 1.621 -3.578 0.8 0.0 0.3
O -5.058 3.521 4.685 0.1 0.1 -0.1
H -6.393 6.796 7.583 0.0 0.0 0.0
H -6.990 1.551 3.719 0.0 0.0 0.0
H 5.398 -2.024 -0.632 0.2 -0.1 0.2
S -5.214 -1.958 3.511 0.3 0.0 0.0
H 9.407 -0.725 -8.438 0.0 0.0 0.0
H 6.689 2.514 -4.028 0.0 0.0 -0.1
H -7.002 -2.287 5.569 0.1 0.1 -0.1
H 10.314 -1.497 -9.744 0.0 0.0 0.0
S 8.121 -2.362 -6.193 0.2 -0.1 0.0
H 7.582 5.817 -0.779 0.0 0.0 0.0
F 6.460 4.083 3.696 -0.1 0.1 -0.1
H -8.120 -2.932 3.430 0.0 0.0 0.0
C 4.845 1.907 -1.342 0.1 -0.1 0.2

***

# 5
24
Properties=species:S:1:pos:R:3:forces:R:3 method="wB97M-V/def2-TZVPD" homo_energy_ev="-9.26 / -9.21" e_tot_ha=-629.81844 orbital_gap_ev="7.33 / 7.74"
H -0.127 -3.616 -1.761 0.0 0.3 0.4
O 0.075 1.506 1.098 0.0 0.7 1.5
C -0.117 -2.751 1.558 0.0 0.5 -0.4
C 0.051 0.821 -0.008 0.0 -3.5 -2.5
C -0.142 -3.552 0.411 0.0 0.0 0.2
H -0.013 -1.133 -1.983 0.0 -0.2 0.2
H -1.174 2.314 -0.932 0.0 0.4 -0.3
H -0.193 -4.632 0.530 0.0 0.2 -0.1
H -0.145 -3.175 2.563 0.0 -0.1 -0.4
O 1.230 4.742 1.161 -2.5 -0.5 0.0
H 1.402 2.203 -0.931 0.1 0.4 -0.3
N 0.089 4.320 1.125 0.5 1.1 0.0
H -2.086 0.972 -0.306 -0.3 -0.2 0.2
C -0.053 -1.359 1.417 0.0 0.0 -0.1
H 1.316 0.664 -1.840 -0.2 0.1 0.3
H -1.230 0.770 -1.836 0.3 0.0 0.2
H -0.031 -0.701 2.291 0.0 -0.3 -0.3
C -1.194 1.239 -0.849 0.0 0.3 0.3
H 2.194 0.780 -0.314 0.3 -0.2 0.2
O -1.015 4.804 1.165 2.0 -0.4 0.0
C -0.017 -0.779 0.150 0.0 1.1 0.1
C -0.042 -1.587 -0.992 0.0 -0.4 0.3
C 1.326 1.130 -0.851 -0.1 0.3 0.2
C -0.105 -2.982 -0.867 0.0 0.3 0.2

***

# 6
19
Properties=species:S:1:pos:R:3:forces:R:3 method="wB97M-V/def2-TZVPD" spin_multiplicity=2 homo_energy_ev="-2.73 / -7.93" e_tot_ha=-364.63954 s_squared=0.75 orbital_gap_ev="2.67 / 7.82"
H -1.211 -4.164 -1.481 -0.1 2.0 0.4
H 1.675 -0.058 -0.883 -1.3 0.3 -1.0
H -1.010 -0.468 1.281 1.0 -0.4 0.3
C 0.934 0.338 -0.163 3.3 1.3 -0.1
H 2.477 1.922 -0.241 -0.5 0.3 0.6
C 1.474 1.795 0.217 0.3 -2.8 1.1
H -2.094 -0.631 0.208 -3.7 0.6 -0.2
O -1.385 -3.166 -1.446 -1.3 -2.1 -2.1
H -2.023 -3.106 -2.240 1.3 0.3 1.8
H -0.899 0.316 -1.581 0.8 -0.1 0.7
H 0.779 2.476 -0.208 -0.5 1.1 -0.6
C -0.560 0.464 -0.528 1.0 -3.0 0.2
N -1.142 -0.710 0.288 -0.1 2.3 0.3
H -1.082 -1.653 -0.026 1.6 -1.3 -0.4
O 0.628 1.026 2.362 -1.3 -1.0 0.8
C 1.370 1.825 1.776 1.2 1.0 -2.4
H -1.065 1.369 -0.201 0.3 -0.1 0.6
H 1.383 -0.320 0.683 -2.4 0.9 -0.8
H 1.751 2.745 2.183 0.2 0.5 0.8